{"formula": "C25H70ClN6O11", "method": "wB97M-V/def2-TZVPD", "e_lumo_ev": 2.03, "total_charge": -1, "species": ["Cl", "O", "O", "O", "O", "O", "O", "O", "O", "O", "O", "O", "N", "N", "N", "N", "N", "N", "C", "C", "C", "C", "C", "C", "C", "C", "C", "C", "C", "C", "C", "C", "C", "C", "C", "C", "C", "C", "C", "C", "C", "C", "C", "H", "H", "H", "H", "H", "H", "H", "H", "H", "H", "H", "H", "H", "H", "H", "H", "H", "H", "H", "H", "H", "H", "H", "H", "H", "H", "H", "H", "H", "H", "H", "H", "H", "H", "H", "H", "H", "H", "H", "H", "H", "H", "H", "H", "H", "H", "H", "H", "H", "H", "H", "H", "H", "H", "H", "H", "H", "H", "H", "H", "H", "H", "H", "H", "H", "H", "H", "H", "H", "H"], "xyz": [[1.201984, -0.260799, -0.110264], [-8.041946, 1.854211, 2.762796], [4.408444, 10.075341, 2.748696], [2.250424, -1.182609, 0.239146], [-0.237626, -0.491159, -9.654154], [8.244184, 0.502041, -0.697184], [1.687774, 1.120381, -0.082414], [0.741794, -0.610539, -1.429774], [8.115444, -8.879439, 2.351376], [-1.055916, 4.767091, 5.428686], [0.112054, -0.461409, 0.850596], [-4.473796, -5.469939, -5.737664], [1.142124, 3.956371, 7.273026], [6.718494, -6.332709, 2.535066], [2.946874, 7.849281, 1.998396], [1.915184, -0.759319, -7.859794], [-10.589446, 3.067201, 3.250526], [-5.309666, -5.750989, -2.064894], [5.344854, -7.845139, 1.317166], [4.387604, 9.718811, 1.379736], [-4.472806, -5.435979, -3.254274], [1.938404, 9.505081, 0.479956], [0.656814, 1.589001, 6.930116], [-10.965736, 1.512251, 5.189136], [1.989104, -3.115359, -7.745974], [-3.224276, -6.298279, -3.264464], [-0.021606, -1.754189, -8.990224], [-7.466076, 1.028181, 1.723806], [-9.996876, 2.266781, 4.193996], [-2.385536, 5.115851, 5.001776], [5.476394, 11.038021, 2.992296], [3.217834, 8.815241, 0.946066], [-5.094736, -5.646659, -7.044954], [0.483774, 3.063541, 6.367796], [-1.386866, -0.272839, -10.286334], [1.473884, -1.886699, -8.563814], [-5.297956, -5.687409, -4.605654], [5.995504, -7.611199, 2.715736], [9.263374, -7.978509, 2.558486], [-0.999776, 3.529411, 6.156096], [8.272714, 1.590201, -1.717554], [-9.199886, 1.224731, 3.351906], [6.983684, -8.657419, 3.269076], [-5.917726, -4.938939, -7.144494], [6.151894, -5.719499, 1.966706], [-3.561176, -7.332279, -3.338304], [-7.074716, 0.157071, 2.249266], [2.008094, 7.780571, 1.632246], [-2.287366, -0.811979, -9.992204], [1.624214, -3.105029, -6.718914], [10.129784, -8.364109, 2.021136], [-6.144386, -5.000929, -4.586034], [-4.751506, -5.536009, -1.251064], [4.678474, 10.567721, 0.760996], [-0.676996, -1.977939, -8.148494], [6.378134, -9.554719, 3.396566], [1.416994, 10.164711, 1.173586], [-1.626156, 0.790521, -10.296474], [3.299014, 6.941771, 1.729086], [-1.469456, 3.683461, 7.127566], [7.350194, 0.364541, -0.375514], [-5.936256, -4.962539, -1.988504], [8.820864, 2.366221, -1.183304], [1.217724, -0.088579, -8.149184], [1.656554, 1.425331, 7.332416], [2.118374, 3.700141, 7.310216], [0.041624, 1.429351, 7.815636], [1.799844, -1.006479, -6.887324], [1.632524, -4.082139, -8.101344], [5.658754, 10.864901, 4.052896], [1.167364, 8.863111, 0.053956], [5.189074, -7.326339, 3.391476], [-1.491246, 2.648131, 5.743896], [-8.831396, 0.393431, 3.952946], [-9.865696, 0.636451, 2.720466], [6.116714, -7.808639, 0.548396], [9.117864, -7.015789, 2.068496], [0.881744, 3.803891, 8.236896], [5.332094, 9.179731, 1.306046], [-4.385886, -5.461429, -7.852024], [-10.370596, 1.044071, 5.973166], [-8.176246, 0.748111, 0.945786], [-2.729246, -6.208969, -2.297474], [-11.156646, 3.865941, 3.496316], [3.056024, -3.203379, -7.540934], [-2.620536, -6.212499, -4.167914], [4.860394, -8.820969, 1.351276], [9.640624, -7.794079, 3.564346], [0.449704, 0.749041, 6.267036], [6.459374, 10.802581, 2.584376], [7.249694, 1.874661, -1.963744], [-9.853636, 3.343131, 2.616056], [3.580724, 8.292851, 0.060886], [-5.338446, -6.688539, -7.252794], [7.528784, -6.375189, 1.933646], [-5.734676, -6.685269, -4.646144], [-2.973326, 5.585881, 5.790236], [-11.525616, 0.777741, 4.610236], [-0.062406, -2.513479, -9.771194], [0.953914, 2.953491, 5.390586], [-6.586956, 1.506061, 1.291506], [-4.170796, -4.389419, -3.214324], [-11.561556, 2.265001, 5.705346], [-9.247296, 2.817951, 4.761846], [2.198154, 10.099541, -0.395974], [2.057454, -1.799029, -9.480254], [-2.886516, 4.404801, 4.344866], [7.397924, -8.398949, 4.243606], [5.141874, 12.056961, 2.797446], [-2.203336, 5.922801, 4.292026], [4.526004, -7.152739, 1.121816], [8.869704, 1.297921, -2.581424], [-1.288686, -0.634139, -11.310024]], "forces_ev_per_a": [[-0.55, -0.38, 0.70], [-1.20, -0.29, -1.21], [0.37, 1.47, -0.20], [0.75, 0.14, 0.23], [3.03, -0.83, 3.32], [0.32, 0.57, -1.30], [-0.43, -0.93, 0.05], [-0.27, 0.45, -0.41], [0.29, 0.89, 1.29], [-0.92, -1.53, -0.09], [0.50, 0.72, -0.58], [0.13, -0.01, -1.04], [1.22, 0.95, 0.02], [0.33, 1.02, 0.49], [-1.45, -0.04, -0.64], [-0.08, 1.46, 1.17], [-1.70, 1.54, -2.54], [0.09, 0.54, -0.70], [-0.02, -1.67, 1.25], [1.43, -0.38, 0.18], [-0.16, -0.56, -1.44], [0.05, 1.05, -0.73], [-0.90, 0.24, 0.35], [1.32, 1.14, -0.94], [-1.42, -0.61, 0.00], [-0.82, -0.92, 0.05], [1.21, -1.16, -0.99], [0.26, 0.11, 1.32], [1.36, -2.82, 1.77], [1.49, 1.15, -0.83], [-1.13, -1.44, 1.43], [1.50, 1.02, -0.38], [0.63, 0.07, 1.10], [-1.00, -1.77, 0.37], [-2.40, -0.08, -2.25], [1.12, -1.13, -0.86], [0.29, 0.44, 0.95], [0.83, 2.08, -1.78], [-0.31, -0.41, -1.06], [1.29, -0.30, 0.54], [0.09, -1.09, 2.15], [0.86, -0.39, 1.44], [0.00, 0.45, -1.09], [-0.30, -0.30, -0.10], [-0.57, 0.30, 0.35], [-0.16, -0.29, 0.28], [-0.10, -0.51, -0.33], [-1.06, -1.26, 1.56], [0.00, -0.14, 1.01], [-0.58, 0.42, 0.14], [-0.26, -0.69, -0.09], [-0.22, 0.33, -0.21], [0.61, -0.49, 0.28], [-1.07, 0.54, -0.41], [-0.41, 0.38, -0.08], [0.60, -0.54, -0.27], [0.36, -0.06, 0.37], [0.08, 0.03, -0.01], [0.63, -0.18, 0.15], [0.01, 0.05, 0.39], [-0.12, 0.15, -0.22], [-0.82, 0.02, -0.21], [-0.27, 0.50, -0.43], [0.36, 1.16, 0.72], [0.30, 0.34, -0.40], [0.40, 0.24, -0.31], [-0.42, 0.12, 0.12], [-0.12, 0.86, 0.47], [0.11, -0.03, -0.41], [-0.15, 0.66, 0.24], [0.17, -0.69, 0.33], [0.08, -0.70, 0.51], [-0.47, 0.35, -0.86], [0.34, 0.10, 0.82], [-0.18, 0.82, -1.08], [-0.21, -0.09, -0.04], [-0.20, 0.03, 0.28], [-0.74, -0.11, 0.08], [0.03, -1.03, -0.55], [0.44, 0.58, 0.48], [0.03, -0.26, -0.19], [-0.12, 0.06, 0.07], [0.57, 0.16, -0.34], [0.24, -0.10, 0.49], [0.19, 0.54, -0.91], [0.28, 0.72, 0.41], [0.01, -0.34, -0.50], [-0.77, -0.30, 0.41], [-0.12, 0.26, -0.37], [-0.21, -0.15, -0.92], [0.26, 0.16, -0.22], [-0.24, 0.38, -0.33], [0.23, 0.08, -0.29], [-0.71, -0.13, 0.52], [0.08, -0.73, 0.15], [0.18, -0.36, 0.31], [-0.28, -0.64, 0.26], [-0.35, 0.11, 0.33], [-0.84, -0.43, 0.02], [0.21, 1.00, -0.06], [-0.30, 0.41, 0.05], [-0.03, 0.20, -0.35], [-0.48, -0.19, -0.24], [0.25, -0.09, 0.57], [0.12, 0.40, 0.05], [-0.22, -0.75, -0.63], [-0.14, -0.69, 0.73], [-0.22, 0.35, 0.03], [0.17, -0.01, -0.17], [0.07, 0.32, 0.05], [0.35, 0.34, 0.09], [-0.31, -0.30, 0.02], [-0.01, 0.29, -0.68]]}